Record 1
# C9H10N2OS2

A single C9H10N2OS2 molecule in a non-equilibrium geometry (the ωB97M-V functional and the def2-TZVPD basis, the Open Molecules 2025 dataset).

## Properties
Kohn-Sham gap, hartree: 0.33268
Lowest unoccupied orbital energy, eV: 0.5
Relative energy (zero: lowest compared OMol25 entry of this formula, charge and spin), eV: 0.533

Geometry as XYZ:
```
24
Properties=species:S:1:pos:R:3:nbo_charge:R:1
S 1.864 0.855 -0.401 -0.077
C 0.143 0.401 0.301 -0.424
S 0.356 -1.234 1.255 0.170
C -0.321 -2.559 0.152 -0.512
C 0.103 -2.312 -1.233 -0.125
C 1.441 -2.020 -1.689 -0.334
C 1.260 -1.544 -2.962 0.131
O -0.005 -1.440 -3.287 -0.393
C -0.744 -1.868 -2.212 0.056
C -0.403 1.511 1.157 0.295
N -1.676 1.772 1.039 -0.438
C -1.860 2.726 1.961 -0.077
C -0.712 3.139 2.599 -0.123
N 0.256 2.343 2.014 -0.504
H 1.905 2.187 0.032 0.126
H -0.464 0.141 -0.580 0.267
H -1.355 -2.667 0.299 0.223
H 0.012 -3.390 0.716 0.236
H 2.361 -2.035 -1.134 0.245
H 1.950 -1.134 -3.646 0.201
H -1.864 -1.968 -2.174 0.221
H -2.880 3.068 2.109 0.204
H -0.518 3.776 3.389 0.218
H 1.149 2.253 2.294 0.412
```


Record 2
# C20H46HfOP4Se

A molecular structure, C20H46HfOP4Se in a non-equilibrium geometry (the ωB97M-V functional and the def2-TZVPD basis, the Open Molecules 2025 dataset).

## Properties
Kohn-Sham gap, hartree: 0.18895
Charge: +4
Lowest unoccupied orbital energy, eV: -14.0
Relative energy (zero: lowest compared OMol25 entry of this formula, charge and spin), eV: 0.000

Geometry as XYZ:
```
73
Properties=species:S:1:pos:R:3:mulliken_charge:R:1
Hf 0.347 0.415 0.109 -0.061
P 1.316 -2.107 -0.520 0.942
P 0.469 0.838 -2.528 0.757
P -0.674 -0.866 2.080 1.150
H -2.111 3.201 -0.819 0.617
C -1.877 2.658 0.115 -1.056
C -0.526 2.269 0.435 -0.940
H 0.242 2.789 -0.171 0.877
C 0.488 -3.641 -1.126 -1.488
C 2.746 -2.075 -1.673 -1.120
C 2.207 -2.884 0.886 -1.094
C -0.822 2.054 -3.021 -1.321
C 2.012 1.646 -3.059 -1.332
C 0.218 -0.396 -3.853 -1.395
C -2.035 0.122 2.750 -1.210
C 0.469 -1.028 3.493 -1.360
C -1.345 -2.545 2.054 -1.183
H -2.514 2.961 0.953 0.518
H -0.325 2.258 1.533 1.112
H 1.219 -4.465 -1.248 0.511
H 0.044 -3.476 -2.118 0.400
H -0.283 -3.964 -0.409 0.389
H 3.132 -3.097 -1.798 0.543
H 3.535 -1.420 -1.288 0.192
H 2.475 -1.680 -2.656 0.284
H 2.885 -3.663 0.502 0.551
H 1.522 -3.387 1.581 0.412
H 2.819 -2.142 1.419 0.086
H -0.460 2.697 -3.832 0.530
H -1.045 2.696 -2.166 0.215
H -1.748 1.552 -3.337 0.497
H 2.107 1.571 -4.147 0.604
H 2.863 1.127 -2.601 0.301
H 2.005 2.701 -2.766 0.400
H 0.506 0.072 -4.807 0.577
H -0.835 -0.702 -3.898 0.430
H 0.829 -1.288 -3.685 0.350
H -2.023 0.058 3.844 0.541
H -2.997 -0.220 2.346 0.347
H -1.916 1.177 2.484 0.284
H -0.112 -1.098 4.415 0.539
H 1.116 -0.154 3.572 0.268
H 1.110 -1.905 3.381 0.377
H -1.957 -2.694 2.955 0.528
H -0.552 -3.303 2.066 0.404
H -1.964 -2.709 1.166 0.224
C -3.976 -0.528 -0.609 0.644
C -4.400 0.751 -0.218 0.053
C -5.637 0.922 0.404 -0.548
C -6.510 -0.165 0.489 -0.600
C -6.107 -1.415 -0.004 -0.573
C -4.860 -1.603 -0.543 -0.689
Se -2.213 -1.014 -1.356 0.091
H -2.048 0.438 -1.672 -0.091
H -3.716 1.590 -0.274 0.159
H -5.901 1.894 0.863 0.398
H -7.497 -0.024 0.945 0.435
H -6.782 -2.266 -0.012 0.434
H -4.523 -2.573 -0.910 0.443
C 4.551 0.334 0.681 -0.937
P 3.484 1.695 1.086 0.817
C 3.401 2.209 2.783 -1.061
C 3.842 3.144 0.121 -1.032
O 2.078 1.104 0.679 -0.479
H 4.570 0.188 -0.406 0.288
H 4.203 -0.604 1.127 0.221
H 5.572 0.576 1.010 0.544
H 4.440 2.271 3.141 0.465
H 2.938 3.204 2.832 0.402
H 2.784 1.542 3.410 0.256
H 3.628 3.019 -0.956 0.278
H 3.223 3.984 0.455 0.399
H 4.901 3.370 0.323 0.485
```


Record 3
# C2H3AgMgO2

A molecular structure, C2H3AgMgO2 in a non-equilibrium geometry (the ωB97M-V functional and the def2-TZVPD basis, the Open Molecules 2025 dataset).

## Properties
Kohn-Sham gap (alpha / beta), hartree: 0.26920 / 0.26918
Charge: +2
Lowest unoccupied orbital energy (alpha / beta), eV: -10.1 / -10.1
Relative energy (zero: lowest compared OMol25 entry of this formula, charge and spin), eV: 0.000

Geometry as XYZ:
```
9
Properties=species:S:1:pos:R:3:nbo_charge:R:1
O 2.583 0.383 0.919 -0.163
C 1.586 0.628 0.489 0.910
C 0.233 0.912 -0.087 -0.204
O -0.385 -0.242 -0.467 -1.036
Mg -1.535 -1.362 0.681 1.451
H 0.449 1.630 -0.903 0.274
H -0.266 1.493 0.714 0.276
Ag -0.459 -0.756 -2.851 0.980
H -2.208 -2.686 1.506 -0.488
```


Which formula does entry 2 have?
C20H46HfOP4Se


Copy entry 2 word for word.
# C20H46HfOP4Se

A molecular structure, C20H46HfOP4Se in a non-equilibrium geometry (the ωB97M-V functional and the def2-TZVPD basis, the Open Molecules 2025 dataset).

## Properties
Kohn-Sham gap, hartree: 0.18895
Charge: +4
Lowest unoccupied orbital energy, eV: -14.0
Relative energy (zero: lowest compared OMol25 entry of this formula, charge and spin), eV: 0.000

Geometry as XYZ:
```
73
Properties=species:S:1:pos:R:3:mulliken_charge:R:1
Hf 0.347 0.415 0.109 -0.061
P 1.316 -2.107 -0.520 0.942
P 0.469 0.838 -2.528 0.757
P -0.674 -0.866 2.080 1.150
H -2.111 3.201 -0.819 0.617
C -1.877 2.658 0.115 -1.056
C -0.526 2.269 0.435 -0.940
H 0.242 2.789 -0.171 0.877
C 0.488 -3.641 -1.126 -1.488
C 2.746 -2.075 -1.673 -1.120
C 2.207 -2.884 0.886 -1.094
C -0.822 2.054 -3.021 -1.321
C 2.012 1.646 -3.059 -1.332
C 0.218 -0.396 -3.853 -1.395
C -2.035 0.122 2.750 -1.210
C 0.469 -1.028 3.493 -1.360
C -1.345 -2.545 2.054 -1.183
H -2.514 2.961 0.953 0.518
H -0.325 2.258 1.533 1.112
H 1.219 -4.465 -1.248 0.511
H 0.044 -3.476 -2.118 0.400
H -0.283 -3.964 -0.409 0.389
H 3.132 -3.097 -1.798 0.543
H 3.535 -1.420 -1.288 0.192
H 2.475 -1.680 -2.656 0.284
H 2.885 -3.663 0.502 0.551
H 1.522 -3.387 1.581 0.412
H 2.819 -2.142 1.419 0.086
H -0.460 2.697 -3.832 0.530
H -1.045 2.696 -2.166 0.215
H -1.748 1.552 -3.337 0.497
H 2.107 1.571 -4.147 0.604
H 2.863 1.127 -2.601 0.301
H 2.005 2.701 -2.766 0.400
H 0.506 0.072 -4.807 0.577
H -0.835 -0.702 -3.898 0.430
H 0.829 -1.288 -3.685 0.350
H -2.023 0.058 3.844 0.541
H -2.997 -0.220 2.346 0.347
H -1.916 1.177 2.484 0.284
H -0.112 -1.098 4.415 0.539
H 1.116 -0.154 3.572 0.268
H 1.110 -1.905 3.381 0.377
H -1.957 -2.694 2.955 0.528
H -0.552 -3.303 2.066 0.404
H -1.964 -2.709 1.166 0.224
C -3.976 -0.528 -0.609 0.644
C -4.400 0.751 -0.218 0.053
C -5.637 0.922 0.404 -0.548
C -6.510 -0.165 0.489 -0.600
C -6.107 -1.415 -0.004 -0.573
C -4.860 -1.603 -0.543 -0.689
Se -2.213 -1.014 -1.356 0.091
H -2.048 0.438 -1.672 -0.091
H -3.716 1.590 -0.274 0.159
H -5.901 1.894 0.863 0.398
H -7.497 -0.024 0.945 0.435
H -6.782 -2.266 -0.012 0.434
H -4.523 -2.573 -0.910 0.443
C 4.551 0.334 0.681 -0.937
P 3.484 1.695 1.086 0.817
C 3.401 2.209 2.783 -1.061
C 3.842 3.144 0.121 -1.032
O 2.078 1.104 0.679 -0.479
H 4.570 0.188 -0.406 0.288
H 4.203 -0.604 1.127 0.221
H 5.572 0.576 1.010 0.544
H 4.440 2.271 3.141 0.465
H 2.938 3.204 2.832 0.402
H 2.784 1.542 3.410 0.256
H 3.628 3.019 -0.956 0.278
H 3.223 3.984 0.455 0.399
H 4.901 3.370 0.323 0.485
```